(1)
{"formula": "C5H11NO", "method": "ωB97M-V/def2-TZVPD", "energy_ha": -326.99643, "mol_weight_g_mol": 101.1, "orbital_gap_ev": 9.204, "species": ["C", "C", "N", "C", "O", "H", "H", "H", "H", "H", "H", "H", "C", "C", "H", "H", "H", "H"], "positions_angstrom": [[-1.366225, 1.072504, 0.083615], [0.077134, -0.107664, -1.476937], [-0.181376, 0.231044, -0.082173], [1.441767, 1.115617, 0.522303], [2.354290, 0.968985, -0.255173], [0.988671, 2.091475, 0.762291], [0.032883, 0.802508, -2.071243], [-2.271468, 0.550524, -0.237847], [-1.237099, 1.987800, -0.493138], [-1.478571, 1.343254, 1.132420], [-0.646065, -0.839182, -1.842300], [1.083785, -0.517116, -1.559507], [-0.085572, -0.860420, 0.849400], [0.076089, -2.156160, 0.520860], [0.019309, -2.908019, 1.289448], [0.472748, -2.478662, -0.425944], [-0.539903, -0.618240, 1.805011], [1.259604, 0.321753, 1.478912]], "forces_ev_per_angstrom": [[0.143, -0.251, 0.205], [0.048, -0.170, 0.153], [-0.137, -0.524, -0.408], [0.096, -1.354, 3.288], [0.348, -0.043, -0.556], [-0.189, 0.152, -0.280], [-0.015, -0.017, -0.001], [-0.035, 0.039, -0.034], [0.008, -0.056, -0.045], [0.028, 0.009, 0.054], [-0.085, 0.024, -0.056], [-0.030, 0.088, -0.003], [-2.513, -1.230, -1.205], [0.780, 1.104, 0.434], [-0.015, -0.025, 0.183], [-0.175, 0.015, -0.289], [0.380, 0.083, 0.091], [1.364, 2.156, -1.532]]}

(2)
{"formula": "C38H55IrN3O8PS2", "method": "ωB97M-V/def2-TZVPD", "energy_ha": -3489.32682, "mol_weight_g_mol": 969.2, "orbital_gap_ev": 5.794, "species": ["Ir", "C", "C", "C", "C", "C", "C", "C", "S", "O", "O", "N", "C", "C", "C", "C", "C", "C", "C", "C", "N", "C", "H", "H", "H", "H", "H", "H", "H", "H", "H", "H", "H", "H", "H", "C", "N", "C", "C", "C", "O", "H", "H", "H", "H", "H", "H", "H", "H", "H", "O", "P", "C", "C", "C", "C", "C", "C", "C", "C", "C", "C", "C", "C", "C", "C", "C", "C", "C", "C", "H", "H", "H", "H", "H", "H", "H", "H", "H", "H", "H", "H", "H", "H", "H", "H", "H", "H", "H", "H", "H", "H", "H", "H", "H", "H", "H", "H", "H", "H", "H", "H", "H", "O", "S", "O", "O", "O"], "positions_angstrom": [[1.226415, 0.590122, -0.676070], [5.784289, -4.586856, -4.568292], [4.542655, -4.062443, -3.898227], [4.082105, -2.812722, -4.187875], [2.904709, -2.249780, -3.547568], [2.249352, -3.157050, -2.624197], [2.737567, -4.433450, -2.350401], [3.868757, -4.902020, -2.969385], [0.829052, -2.534418, -1.913652], [0.085729, -3.592452, -1.261389], [0.150448, -1.705438, -2.873534], [1.225905, -1.458121, -0.647793], [2.015787, -1.978988, 0.360132], [2.259108, -3.310367, 0.676093], [3.121349, -3.660708, 1.725159], [3.785952, -2.740099, 2.489149], [3.584651, -1.374501, 2.211935], [4.238052, -0.322790, 2.890855], [3.994199, 0.975930, 2.544137], [3.080191, 1.250354, 1.518631], [2.442823, 0.286742, 0.892431], [2.684290, -1.021157, 1.185160], [6.017343, -4.027194, -5.473974], [5.670724, -5.639732, -4.831184], [6.641079, -4.511089, -3.894272], [4.601928, -2.200395, -4.916934], [2.222182, -1.699201, -4.189654], [2.185913, -5.057086, -1.658348], [4.240491, -5.899003, -2.773852], [1.779879, -4.092458, 0.114659], [3.269121, -4.715547, 1.923164], [4.463376, -3.037967, 3.278462], [4.939315, -0.561741, 3.681208], [4.494038, 1.797521, 3.037178], [2.847957, 2.257770, 1.201225], [0.529104, 4.104492, -3.769784], [0.443797, 3.267855, -2.578890], [-0.499998, 2.155730, -2.544946], [1.196931, 3.491388, -1.495544], [2.103548, 4.683098, -1.489374], [1.155090, 2.746333, -0.494751], [0.062746, 3.576381, -4.596867], [1.566864, 4.282276, -4.042474], [0.020629, 5.059877, -3.628400], [-1.086938, 2.196288, -3.462181], [-1.150397, 2.259958, -1.675879], [0.854675, 0.793424, -3.192270], [1.565716, 5.604002, -1.715814], [2.878265, 4.546126, -2.245735], [2.572907, 4.754672, -0.513760], [-0.501682, 0.594950, 0.600076], [-1.881146, 0.299906, 1.148156], [-2.623440, -1.173543, 0.376628], [-2.596662, -1.113556, -1.159739], [-3.867005, -0.582325, -1.817670], [-5.097658, -1.318994, -1.308786], [-5.204428, -1.141341, 0.198867], [-3.970954, -1.692943, 0.912798], [-2.874572, 1.795221, 0.790910], [-2.028747, 3.076817, 0.926787], [-2.936241, 4.294106, 0.788378], [-3.919383, 4.384557, 1.970509], [-4.171056, 3.011576, 2.605254], [-4.223560, 1.920815, 1.539668], [-1.962015, 0.024910, 2.961696], [-1.628268, -1.400518, 3.432577], [-0.131520, -1.678416, 3.398562], [0.609692, -0.680756, 4.283399], [0.338723, 0.746269, 3.816753], [-1.164086, 1.035663, 3.807652], [-1.851906, -1.905475, 0.657052], [-2.431468, -2.130385, -1.514011], [-1.724443, -0.567628, -1.505379], [-3.764665, -0.696985, -2.899226], [-3.998352, 0.491251, -1.631656], [-5.003425, -2.383425, -1.548540], [-6.003590, -0.959531, -1.801820], [-6.092527, -1.642579, 0.590583], [-5.331455, -0.076875, 0.409729], [-3.961376, -2.776872, 0.758634], [-4.059200, -1.546563, 1.992684], [-3.084221, 1.682360, -0.278805], [-1.233312, 3.073474, 0.180669], [-1.515977, 3.116620, 1.889654], [-3.488407, 4.215202, -0.154016], [-2.340457, 5.205749, 0.720031], [-4.867555, 4.804246, 1.627145], [-3.534879, 5.071054, 2.727451], [-5.104893, 3.024998, 3.169855], [-3.384034, 2.777004, 3.326890], [-5.007025, 2.172971, 0.819285], [-4.527884, 0.973218, 1.985791], [-3.027198, 0.190767, 3.163927], [-2.184726, -2.154494, 2.876485], [-1.973383, -1.471672, 4.470989], [0.225824, -1.595549, 2.371588], [0.067253, -2.703631, 3.715239], [1.681656, -0.889724, 4.293268], [0.256419, -0.792943, 5.316088], [0.736416, 0.883630, 2.807785], [0.843114, 1.464866, 4.467286], [-1.357932, 2.062362, 3.497595], [-1.543166, 0.951334, 4.832703], [2.256784, 0.749180, -3.976759], [3.374680, 0.517217, -2.992970], [2.875374, 1.186297, -1.664884], [0.129798, 0.910538, -2.457854], [3.304477, -0.967973, -2.541270]], "forces_ev_per_angstrom": [[-0.261, 0.098, 0.169], [0.011, -0.002, -0.005], [0.074, -0.032, 0.141], [-0.190, 0.103, 0.109], [-0.475, -0.983, -0.531], [-0.089, 0.180, -0.290], [0.127, 0.005, 0.153], [0.033, 0.059, 0.011], [-0.265, 0.077, 0.282], [-0.013, 0.010, -0.048], [-0.153, 0.176, 0.021], [0.309, -0.198, -0.026], [0.129, 0.137, 0.182], [-0.096, 0.106, -0.078], [0.033, -0.094, 0.058], [0.022, 0.010, 0.016], [-0.089, 0.008, -0.004], [-0.043, -0.001, -0.019], [0.048, 0.037, 0.040], [-0.115, 0.041, -0.003], [-0.103, 0.213, -0.237], [-0.048, -0.081, -0.167], [0.007, 0.012, 0.011], [-0.003, 0.001, -0.016], [-0.001, -0.004, 0.004], [-0.058, -0.048, -0.082], [0.192, 0.211, 0.112], [0.012, -0.055, -0.077], [-0.029, -0.021, -0.009], [-0.059, 0.017, 0.059], [0.000, 0.001, -0.016], [0.003, 0.006, -0.003], [0.002, -0.013, 0.000], [0.000, -0.005, 0.006], [0.007, -0.006, 0.009], [0.087, -0.044, -0.088], [-0.027, -0.013, 0.139], [0.122, 0.125, -0.164], [0.066, 0.088, -0.091], [-0.032, 0.019, 0.025], [-0.015, -0.131, 0.098], [0.005, -0.004, 0.007], [-0.004, -0.007, -0.002], [0.001, -0.008, 0.008], [-0.031, 0.051, 0.036], [0.025, -0.120, -0.029], [-0.093, -0.127, 0.117], [0.003, 0.000, -0.019], [0.017, -0.023, 0.019], [-0.007, 0.003, 0.005], [0.036, -0.442, 0.051], [-0.135, 0.228, -0.028], [0.184, 0.031, 0.071], [-0.002, 0.014, -0.073], [0.006, 0.042, -0.037], [-0.004, -0.035, -0.021], [-0.017, 0.031, 0.009], [-0.019, -0.040, 0.053], [0.030, -0.046, -0.007], [0.031, 0.012, -0.023], [0.012, 0.002, -0.003], [-0.013, 0.000, -0.006], [-0.026, 0.000, 0.012], [-0.013, 0.056, 0.008], [-0.065, -0.002, -0.048], [0.016, 0.011, 0.047], [0.019, -0.028, 0.069], [0.015, -0.018, -0.003], [-0.083, 0.025, -0.041], [0.096, -0.027, 0.003], [0.004, -0.006, -0.042], [0.022, -0.123, -0.038], [0.195, 0.086, -0.060], [0.001, 0.003, 0.015], [-0.004, -0.039, -0.009], [-0.014, -0.006, -0.006], [0.014, 0.016, 0.006], [0.009, -0.018, -0.003], [-0.019, -0.048, -0.006], [-0.004, -0.003, 0.024], [-0.012, 0.025, -0.040], [-0.001, -0.018, 0.021], [-0.072, 0.023, 0.095], [0.001, 0.012, -0.035], [-0.001, -0.009, -0.001], [-0.006, 0.012, -0.002], [0.002, 0.009, 0.004], [0.011, -0.010, 0.006], [0.000, 0.002, -0.001], [-0.016, 0.008, -0.012], [-0.007, 0.006, 0.010], [0.010, 0.035, 0.001], [0.026, 0.021, -0.002], [0.046, 0.014, -0.054], [-0.023, -0.027, -0.007], [0.099, -0.017, -0.142], [0.000, -0.002, 0.019], [-0.031, 0.013, -0.062], [0.022, -0.007, 0.004], [-0.024, -0.011, 0.054], [-0.005, 0.010, -0.004], [0.041, -0.051, -0.003], [-0.001, 0.009, 0.005], [-0.262, -0.020, 0.193], [-0.395, -0.271, 0.116], [0.304, -0.085, -0.019], [0.213, -0.070, -0.065], [0.771, 0.945, 0.175]]}

The following HOMO energy values (in eV) correspond, in order, to the records above: -8.408; -5.759.